# 1
{
  "formula": "C41H39Cl2MnN3OS4Si",
  "method": "ωB97M-V/def2-TZVPD",
  "species": ["Mn", "C", "C", "S", "C", "C", "S", "C", "C", "S", "H", "H", "H", "H", "H", "H", "H", "H", "H", "H", "H", "H", "C", "C", "C", "C", "C", "C", "N", "N", "C", "C", "C", "C", "C", "N", "H", "H", "H", "H", "H", "H", "H", "H", "H", "Cl", "C", "C", "C", "C", "C", "Cl", "C", "S", "H", "H", "H", "O", "Si", "C", "C", "C", "C", "C", "C", "C", "C", "C", "C", "C", "C", "C", "C", "C", "C", "C", "C", "H", "H", "H", "H", "H", "H", "H", "H", "H", "H", "H", "H", "H", "H", "H"],
  "coordinates": [[-0.37, 0.58, 0.43], [5.49, -0.07, 2.05], [4.84, -1.18, 1.22], [3.10, -0.96, 0.69], [2.22, -2.18, 1.71], [2.16, -1.89, 3.22], [1.39, -0.25, 3.58], [2.57, 0.59, 4.70], [3.81, 1.17, 4.02], [5.18, -0.04, 3.83], [5.21, 0.91, 1.65], [6.57, -0.18, 1.98], [4.89, -2.13, 1.76], [5.41, -1.29, 0.30], [2.68, -3.16, 1.56], [1.23, -2.13, 1.26], [3.14, -1.88, 3.67], [1.54, -2.67, 3.68], [2.85, -0.11, 5.49], [1.98, 1.41, 5.11], [4.23, 1.97, 4.63], [3.58, 1.55, 3.02], [0.46, 6.10, 1.92], [1.43, 5.12, 1.67], [1.06, 3.79, 1.72], [-0.27, 3.48, 2.01], [-1.27, 4.46, 2.08], [-0.88, 5.79, 2.09], [-0.62, 2.10, 2.18], [-1.70, 1.89, 2.74], [-2.07, 0.51, 2.78], [-3.14, 0.14, 3.59], [-3.50, -1.20, 3.63], [-2.83, -2.13, 2.85], [-1.80, -1.69, 2.03], [-1.42, -0.40, 2.04], [0.79, 7.14, 1.94], [2.46, 5.41, 1.51], [1.79, 2.98, 1.59], [-2.30, 4.15, 2.19], [-1.60, 6.58, 2.23], [-3.67, 0.87, 4.16], [-4.30, -1.50, 4.30], [-3.11, -3.18, 2.84], [-1.25, -2.33, 1.35], [1.80, 1.60, -0.85], [1.04, 2.92, -1.72], [1.97, 3.73, -2.32], [1.55, 4.70, -3.20], [0.20, 4.84, -3.45], [-0.71, 4.02, -2.80], [-2.39, 4.30, -3.26], [-0.36, 3.01, -1.87], [-1.56, 2.00, -1.06], [3.02, 3.54, -2.13], [2.29, 5.31, -3.68], [-0.18, 5.55, -4.18], [-0.01, -1.26, -0.33], [-0.91, -1.80, -1.65], [-0.54, -0.96, -3.27], [-1.50, -0.26, -4.00], [-1.18, 0.36, -5.20], [0.13, 0.25, -5.68], [1.10, -0.46, -4.98], [0.76, -1.06, -3.78], [-0.48, -3.59, -1.75], [-0.56, -4.31, -2.95], [-0.25, -5.67, -3.01], [0.09, -6.34, -1.84], [0.15, -5.65, -0.63], [-0.07, -4.29, -0.62], [-2.77, -1.72, -1.33], [-3.63, -2.73, -1.80], [-5.00, -2.72, -1.53], [-5.55, -1.67, -0.80], [-4.74, -0.65, -0.33], [-3.37, -0.68, -0.59], [-2.52, -0.21, -3.62], [-1.91, 0.91, -5.76], [0.41, 0.73, -6.60], [2.10, -0.53, -5.37], [1.55, -1.58, -3.24], [-0.86, -3.79, -3.87], [-0.30, -6.19, -3.96], [0.30, -7.41, -1.87], [0.40, -6.17, 0.28], [-0.01, -3.79, 0.33], [-3.22, -3.57, -2.34], [-5.64, -3.55, -1.86], [-6.62, -1.63, -0.62], [-5.16, 0.18, 0.22], [-2.80, 0.14, -0.22]],
  "homo_lumo_gap_ev": [6.1, 6.2],
  "multiplicity": 6,
  "charge": 0
}

# 2
{
  "formula": "C41H39ClF7N4O5SbTi",
  "method": "ωB97M-V/def2-TZVPD",
  "species": ["Ti", "C", "C", "N", "C", "C", "C", "C", "N", "C", "C", "F", "C", "F", "C", "C", "F", "C", "F", "H", "H", "H", "H", "H", "H", "H", "H", "H", "H", "H", "H", "H", "H", "H", "F", "C", "C", "C", "C", "C", "C", "Sb", "C", "C", "C", "C", "F", "C", "C", "C", "C", "C", "C", "F", "C", "C", "H", "H", "H", "H", "H", "H", "H", "H", "H", "H", "H", "H", "O", "Cl", "O", "O", "O", "C", "N", "N", "C", "O", "C", "C", "C", "C", "C", "C", "C", "C", "C", "H", "H", "H", "H", "H", "H", "H", "H", "H", "H", "H", "H"],
  "coordinates": [[-0.26, -1.32, 1.74], [2.02, -3.79, 1.08], [1.58, -3.62, 2.52], [1.32, -2.20, 2.92], [2.62, -1.43, 2.97], [2.80, -0.44, 1.83], [0.67, -2.20, 4.26], [-0.75, -2.75, 4.16], [-1.22, -2.56, 2.78], [-2.40, -3.20, 2.38], [-2.55, -3.45, 1.02], [-1.51, -3.04, 0.24], [-3.62, -4.12, 0.49], [-3.66, -4.38, -0.82], [-4.65, -4.54, 1.32], [-4.53, -4.29, 2.67], [-5.49, -4.67, 3.50], [-3.43, -3.63, 3.21], [-3.39, -3.42, 4.52], [2.21, -4.85, 0.89], [2.94, -3.25, 0.87], [1.25, -3.47, 0.37], [2.35, -4.00, 3.20], [0.67, -4.19, 2.70], [3.44, -2.15, 2.99], [2.64, -0.89, 3.92], [2.65, -0.91, 0.85], [3.82, -0.06, 1.84], [2.14, 0.42, 1.91], [0.66, -1.17, 4.62], [1.27, -2.78, 4.96], [-1.39, -2.22, 4.87], [-0.79, -3.81, 4.40], [-5.51, -5.06, 0.92], [-2.16, 7.39, -2.88], [-1.63, 6.36, -2.21], [-0.47, 6.57, -1.48], [0.08, 5.49, -0.80], [-0.52, 4.24, -0.84], [-1.70, 4.08, -1.57], [-2.26, 5.13, -2.26], [0.36, 2.55, 0.10], [1.82, 3.55, 1.26], [3.08, 3.92, 0.81], [3.97, 4.60, 1.63], [3.57, 4.91, 2.92], [4.42, 5.56, 3.72], [2.32, 4.58, 3.40], [1.45, 3.89, 2.56], [1.57, 1.95, -1.57], [1.04, 2.04, -2.86], [1.76, 1.59, -3.97], [3.01, 1.05, -3.76], [3.70, 0.61, -4.83], [3.57, 0.93, -2.50], [2.83, 1.38, -1.42], [-0.02, 7.55, -1.46], [0.98, 5.65, -0.22], [-2.21, 3.12, -1.59], [-3.18, 5.03, -2.83], [3.38, 3.71, -0.21], [4.95, 4.89, 1.29], [2.04, 4.86, 4.41], [0.46, 3.64, 2.94], [0.08, 2.51, -3.03], [1.38, 1.70, -4.97], [4.56, 0.52, -2.39], [3.27, 1.30, -0.43], [-1.85, 2.00, 2.80], [-1.64, 0.63, 2.93], [-1.98, -0.12, 1.68], [-2.24, 0.04, 4.05], [-0.13, 0.30, 2.94], [-0.80, -1.20, -4.69], [-0.11, -1.48, -3.43], [-0.63, -1.18, -2.21], [0.35, -1.34, -1.30], [0.18, -1.11, -0.02], [1.50, -1.76, -1.95], [1.18, -1.83, -3.30], [2.01, -2.20, -4.46], [-2.04, -0.96, -2.00], [-2.44, 0.14, -1.27], [-3.80, 0.34, -1.05], [-4.72, -0.55, -1.58], [-4.30, -1.64, -2.32], [-2.95, -1.87, -2.52], [-1.63, -0.53, -4.49], [-1.17, -2.12, -5.14], [-0.10, -0.71, -5.35], [2.47, -1.95, -1.51], [2.97, -2.58, -4.12], [2.20, -1.34, -5.10], [1.53, -2.97, -5.06], [-1.71, 0.83, -0.88], [-4.13, 1.19, -0.47], [-5.78, -0.38, -1.42], [-5.02, -2.33, -2.73], [-2.61, -2.74, -3.07]],
  "homo_lumo_gap_ev": 5.4,
  "multiplicity": 1,
  "charge": 2
}

# 3
{
  "formula": "C41H40IrN2O5S2Te",
  "method": "ωB97M-V/def2-TZVPD",
  "species": ["Ir", "C", "C", "C", "C", "C", "O", "C", "C", "C", "C", "C", "C", "C", "O", "C", "C", "C", "N", "C", "C", "Te", "C", "C", "C", "C", "C", "C", "C", "C", "C", "C", "C", "C", "H", "H", "H", "H", "H", "H", "H", "H", "H", "H", "H", "H", "H", "H", "H", "H", "H", "H", "H", "H", "H", "H", "H", "H", "C", "C", "C", "C", "C", "C", "C", "S", "O", "O", "O", "H", "H", "H", "H", "H", "H", "H", "C", "C", "C", "C", "H", "H", "H", "H", "H", "H", "H", "H", "H", "S", "C", "N"],
  "coordinates": [[0.48, 0.90, 0.70], [-3.57, -4.67, -0.33], [-2.97, -3.31, -0.11], [-3.58, -2.35, 0.68], [-3.05, -1.08, 0.88], [-3.92, -0.22, 1.75], [-4.64, -0.76, 2.57], [-4.10, 1.26, 1.56], [-3.92, 1.87, 0.33], [-4.27, 3.20, 0.16], [-4.82, 3.92, 1.21], [-5.00, 3.31, 2.45], [-4.64, 1.98, 2.62], [-1.80, -0.74, 0.33], [-1.34, 0.48, 0.51], [-1.13, -1.74, -0.42], [-1.74, -2.96, -0.65], [0.24, -1.60, -0.99], [0.72, -0.45, -1.28], [2.06, -0.35, -1.90], [2.60, 1.07, -1.98], [2.05, 2.19, -3.73], [-0.03, 1.92, -3.89], [-0.85, 3.04, -3.87], [-2.22, 2.90, -4.02], [-2.79, 1.65, -4.18], [-1.97, 0.52, -4.22], [-0.60, 0.66, -4.09], [0.99, -2.90, -1.17], [1.64, -4.67, 0.38], [2.46, -5.46, -0.32], [2.87, -5.36, -1.74], [2.46, -4.43, -2.61], [1.55, -3.29, -2.32], [-4.60, -4.71, 0.02], [-3.01, -5.44, 0.21], [-3.56, -4.94, -1.38], [-4.53, -2.56, 1.15], [-3.52, 1.31, -0.50], [-4.12, 3.68, -0.80], [-5.09, 4.96, 1.08], [-5.42, 3.87, 3.27], [-4.79, 1.48, 3.57], [-1.24, -3.69, -1.28], [2.02, -0.73, -2.92], [2.75, -0.98, -1.35], [3.69, 1.01, -2.10], [2.40, 1.65, -1.08], [-0.42, 4.03, -3.73], [-2.85, 3.78, -4.00], [-3.86, 1.54, -4.28], [-2.40, -0.46, -4.36], [0.04, -0.21, -4.16], [1.43, -4.89, 1.42], [2.87, -6.28, 0.25], [3.56, -6.11, -2.09], [2.83, -4.48, -3.62], [1.32, -2.66, -3.17], [6.45, 0.65, -0.70], [5.35, 0.07, 0.15], [4.74, 0.82, 1.16], [3.71, 0.30, 1.92], [3.26, -0.99, 1.67], [3.88, -1.76, 0.70], [4.92, -1.23, -0.05], [1.77, -1.61, 2.53], [1.86, -0.96, 3.86], [0.97, -3.53, 0.05], [0.70, -0.93, 1.66], [6.78, 1.62, -0.31], [6.11, 0.81, -1.72], [7.32, -0.01, -0.73], [5.09, 1.83, 1.35], [3.25, 0.87, 2.71], [3.56, -2.79, 0.54], [5.39, -1.84, -0.81], [-1.33, 3.43, 2.65], [-0.74, 2.14, 3.21], [-0.52, 2.26, 4.72], [0.58, 1.79, 2.52], [-2.27, 3.68, 3.15], [-1.53, 3.34, 1.58], [-0.63, 4.26, 2.80], [-1.45, 1.32, 3.04], [0.18, 3.07, 4.93], [-0.11, 1.34, 5.13], [-1.46, 2.49, 5.23], [1.12, 1.08, 3.14], [1.18, 2.71, 2.42], [0.46, 5.47, -0.56], [0.39, 3.86, -0.28], [0.34, 2.71, -0.11]],
  "homo_lumo_gap_ev": 6.4,
  "multiplicity": 1,
  "charge": -1
}